1.
87
Properties=species:S:1:pos:R:3 method="wB97M-V/def2-TZVPD" homo_lumo_gap_ev="5.513 / 4.572" total_charge=+3 fmax_ha_per_bohr=0.133 e_above_lowest_ev=3.697 lumo_ev="-10.5 / -11.4" molar_mass_g_mol=588.565
Al 3.06974 -16.62144 -4.21722
N 3.90322 -18.68675 -7.02684
C 4.92745 -17.98685 -6.49959
C 6.08819 -17.66016 -7.17347
C 7.32150 -17.04325 -6.79669
C 7.94453 -16.64217 -5.53007
C 7.54349 -16.94063 -4.26548
C 7.77488 -16.17884 -3.09415
C 6.77116 -16.13655 -2.04955
C 5.42694 -16.55180 -2.03942
N 4.66880 -16.95252 -3.11422
C 5.37270 -17.49400 -4.23580
H 3.21668 -18.99707 -6.29894
H 4.03325 -19.22968 -7.87472
H 6.05506 -18.22607 -8.14277
H 7.94473 -16.69836 -7.59429
H 8.68695 -15.86928 -5.70479
H 8.63277 -15.59470 -2.92883
H 7.02078 -15.72013 -1.06322
H 4.95083 -16.64226 -1.08644
O 6.55676 -18.09452 -4.14999
N 4.57222 -17.33373 -5.31527
C -2.29219 -17.79525 -6.10254
C -0.84284 -18.00865 -5.70341
C 0.03842 -17.48539 -6.86047
C -0.48507 -19.37954 -5.23479
C -0.65962 -20.46347 -6.16131
C -0.56736 -21.78892 -5.65334
C 0.10120 -22.03464 -4.48734
C 0.61035 -20.99276 -3.68413
C 1.56235 -21.24068 -2.53026
C 0.84247 -21.10845 -1.22050
C 2.92405 -20.54169 -2.58604
C 0.15360 -19.67500 -4.02060
N 0.44534 -18.59239 -3.13988
B 1.53741 -17.58012 -3.11867
N 1.06053 -16.67176 -2.05488
C -0.14991 -17.13478 -1.52767
C -0.47859 -18.24625 -2.13806
C 1.70585 -15.50482 -1.54555
C 1.80192 -14.33607 -2.29214
C 2.33842 -13.21099 -1.76049
C 2.81939 -13.14096 -0.42446
C 2.82594 -14.31546 0.29543
C 2.28308 -15.52918 -0.25321
C 2.08016 -16.76112 0.61685
C 1.04453 -16.49322 1.71444
C 3.51182 -17.09212 1.26838
C 1.43750 -14.24310 -3.73617
C 2.69706 -14.17355 -4.64542
C 0.37519 -13.27258 -4.11332
H -2.39547 -16.86330 -6.76189
H -2.96736 -17.68346 -5.23243
H -2.69323 -18.63279 -6.62637
H -0.74873 -17.19989 -4.88453
H -0.07615 -18.10452 -7.76389
H 1.12643 -17.63840 -6.62159
H -0.12915 -16.47171 -7.12394
H -0.95952 -20.24377 -7.19100
H -0.95293 -22.64056 -6.24947
H 0.33565 -23.07345 -4.14227
H 1.79748 -22.27467 -2.67858
H 1.41148 -21.69699 -0.45112
H -0.21393 -21.50313 -1.28445
H 0.81007 -20.00292 -0.93526
H 2.90478 -19.40081 -2.55242
H 3.50141 -20.78409 -3.51286
H 3.56528 -20.89092 -1.82336
H -0.82084 -16.47060 -0.96184
H -1.42935 -18.78973 -2.07091
H 2.30047 -12.24040 -2.30797
H 3.20251 -12.22443 -0.00060
H 3.04153 -14.38756 1.34501
H 1.73420 -17.66797 0.08514
H 1.26586 -15.79005 2.55617
H 0.73306 -17.45745 2.13685
H 0.12669 -16.08062 1.29353
H 3.91596 -16.16283 1.69433
H 4.19477 -17.45320 0.50362
H 3.35327 -17.82509 2.10491
H 1.02407 -15.21987 -3.93875
H 3.26159 -13.24152 -4.48564
H 2.34363 -14.13189 -5.64649
H 3.46271 -14.93371 -4.26293
H 0.81674 -12.30516 -4.50161
H -0.19104 -12.93936 -3.27052
H -0.34174 -13.69119 -4.84631


2.
90
Properties=species:S:1:pos:R:3 method="wB97M-V/def2-TZVPD" homo_lumo_gap_ev=7.626 total_charge=+1 fmax_ha_per_bohr=0.031 lumo_ev=-3.2 molar_mass_g_mol=956.247
Tl 0.02089 -0.33045 1.20017
C 1.16177 -2.73666 3.93666
O 1.12143 -1.55623 3.12997
Si 1.90591 -0.10123 3.53972
C 3.64037 -0.35953 4.15022
C 0.97513 0.71482 4.93189
C 1.81986 0.76535 1.87975
Si 1.10841 2.51303 1.88214
C 2.24810 3.65395 2.82206
C 0.82376 3.09990 0.13705
C -0.61812 2.49071 2.68171
Si 3.19780 0.30664 0.67546
C 4.60346 1.49887 0.98317
C 3.70247 -1.49592 0.85463
C 2.70800 0.46570 -1.13568
H 2.18903 -2.98404 4.20928
H 0.74565 -3.56011 3.36064
H 0.57334 -2.60775 4.84699
H 3.65272 -1.08902 4.96538
H 4.01385 0.58286 4.56094
H 4.34735 -0.69703 3.39495
H 1.44133 0.45248 5.88436
H -0.07123 0.40541 4.98125
H 0.99326 1.80359 4.85607
H 3.04158 4.03423 2.17531
H 2.72564 3.13776 3.65839
H 1.70846 4.51311 3.22620
H 1.75551 3.24264 -0.41661
H 0.29184 4.05479 0.13507
H 0.20950 2.38611 -0.42142
H -0.68138 3.20058 3.50933
H -0.90799 1.52117 3.09745
H -1.37710 2.78547 1.95129
H 4.79233 1.65194 2.04817
H 4.37096 2.47085 0.54014
H 5.53129 1.14280 0.52888
H 3.53818 -1.92571 1.84156
H 4.76227 -1.61282 0.61453
H 3.13620 -2.10203 0.14298
H 3.09953 1.38280 -1.58250
H 1.62609 0.45790 -1.28528
H 3.12370 -0.37376 -1.69863
F 2.62822 -3.70018 -5.57976
C 1.87099 -2.84603 -4.91535
C 1.34089 -1.74165 -5.54584
F 1.60013 -1.52697 -6.82505
C 0.51767 -0.86606 -4.84940
F 0.00591 0.12596 -5.57058
C 0.21511 -1.03531 -3.50439
P -0.79919 0.12231 -2.48935
C -0.91202 1.62989 -3.50920
C -1.97220 1.94243 -4.35635
C -1.97133 3.13523 -5.06097
C -0.91296 4.02594 -4.93309
C 0.16139 3.70785 -4.11649
C 0.15529 2.51948 -3.40133
C -2.46383 -0.62342 -2.63639
C -3.55378 0.15900 -2.24315
C -4.83933 -0.35135 -2.28167
C -5.05451 -1.66352 -2.68721
C -3.97789 -2.45795 -3.04376
C -2.68728 -1.94125 -3.02060
C 0.78487 -2.16262 -2.89295
Br 0.44310 -2.62844 -1.08664
C 1.58445 -3.05684 -3.57634
F 2.09852 -4.12536 -2.97681
H -2.78727 1.24526 -4.49790
H -2.79353 3.36279 -5.72669
H -0.92020 4.95882 -5.48137
H 1.00387 4.38233 -4.03589
H 0.99975 2.27295 -2.76820
H -3.39474 1.18455 -1.92666
H -5.67529 0.27285 -1.99385
H -6.05986 -2.06081 -2.73114
H -4.13622 -3.48537 -3.34449
H -1.86022 -2.57453 -3.31611
C -2.16457 -0.65404 0.94441
C -2.76750 -1.48034 2.00652
C -3.23787 -0.89522 3.18106
C -3.92625 -1.65127 4.11711
C -4.12371 -3.00824 3.90171
C -3.61596 -3.61011 2.75761
C -2.94138 -2.85008 1.81593
H -2.38222 0.41121 0.97333
H -2.13620 -1.07012 -0.05349
H -3.07954 0.16546 3.34772
H -4.32167 -1.18140 5.00792
H -4.66876 -3.59746 4.62716
H -3.75802 -4.67059 2.59639
H -2.56596 -3.31093 0.90799